{
  "formula": "C3H17NO4",
  "method": "ωB97M-V/def2-TZVPD",
  "homo_energy_ha": -0.307,
  "smiles": "CN(C)C.O.O.O.O",
  "lumo_energy_ha": 0.0128,
  "e_above_lowest_kj_mol": 146.45,
  "fmax_ev_per_a": 2.2,
  "elements": ["C", "N", "C", "C", "H", "H", "H", "H", "H", "H", "H", "H", "H", "O", "H", "H", "O", "H", "H", "O", "H", "H", "O", "H", "H"],
  "positions_angstrom": [[0.692, -0.149, 1.281], [-0.396, 0.831, 1.359], [-0.584, 1.474, 0.062], [-1.645, 0.200, 1.733], [0.338, -1.184, 1.321], [1.531, -0.016, 1.955], [1.110, -0.211, 0.279], [-1.065, 2.447, 0.262], [0.331, 1.755, -0.452], [-1.275, 1.032, -0.664], [-2.181, -0.311, 0.921], [-2.364, 0.948, 2.057], [-1.553, -0.571, 2.492], [0.889, -2.402, -1.440], [0.848, -3.362, -1.480], [0.530, -2.152, -0.585], [-2.552, -0.981, -1.676], [-2.590, -1.930, -1.524], [-2.874, -0.818, -2.571], [3.525, 1.072, 2.758], [3.250, 0.538, 3.521], [4.430, 0.726, 2.699], [-0.205, 0.710, -3.430], [0.672, 0.611, -3.038], [-0.626, -0.095, -3.095]],
  "forces_ev_per_a": [[-0.1084, -0.8144, -0.9132], [0.5622, -1.1484, -0.8290], [-0.7536, 2.1153, 0.1415], [-0.9329, -0.0750, 0.0923], [-0.3302, -0.1728, 0.8243], [-0.2028, 0.2145, 0.2639], [0.3677, 0.7124, -0.2729], [0.0608, -0.0721, -0.0240], [0.2814, -0.3406, 0.2377], [0.2548, -0.8065, 0.2019], [0.3634, -0.0358, -0.4697], [0.0204, 0.1715, 0.3378], [0.3638, 0.2814, 0.4253], [0.0213, 0.0358, -0.2412], [0.0014, 0.0083, 0.0674], [-0.0496, -0.0127, 0.1201], [0.0994, 0.1980, -0.0815], [-0.0594, -0.0007, -0.2130], [-0.0594, -0.2079, 0.1844], [0.6534, -0.8732, 0.7003], [-0.5083, 0.4297, -0.1448], [-0.0630, 0.4666, -0.4959], [0.1631, -0.4998, 0.2946], [0.0252, 0.2601, -0.1677], [-0.1709, 0.1663, -0.0387]]
}